# 1
The following is a DFT calculation (the ωB97M-V functional and the def2-TZVPD basis) of C16H17Cl7MoO2 as an isolated structure.

```
! wB97M-V def2-TZVPD RIJCOSX def2/J DEFGRID3
* xyz 0 1
C 0.11247 -1.64950 -1.68452
C 0.95983 -0.49308 -1.84783
C 0.14361 0.66522 -1.88997
C 2.40193 -0.49936 -2.15264
C -1.22556 0.26035 -1.78077
C -1.26142 -1.18144 -1.68742
C -2.50361 -1.99982 -1.73934
C 0.55453 -3.06238 -1.76660
C 0.62871 2.00943 -2.28318
C -2.42361 1.13077 -1.92496
Mo -0.36868 -0.64147 0.32335
Cl 3.55849 1.42770 0.70761
Cl 1.82368 -1.08957 0.95260
O -1.95135 0.34981 0.86929
H 2.84150 -1.48302 -1.97434
H 2.94197 0.23974 -1.54577
H 2.54297 -0.25656 -3.21568
H 1.57430 2.24288 -1.78016
H -0.10816 2.78823 -2.04680
H 0.80780 2.02271 -3.37282
H -2.27262 2.09118 -1.42069
H -3.30049 0.63965 -1.49355
H -2.64276 1.32626 -2.98511
H -3.31649 -1.47277 -1.23172
H -2.34479 -2.96395 -1.24964
H -2.81877 -2.18704 -2.77462
H 1.52490 -3.18991 -1.28299
H 0.64904 -3.38373 -2.81108
H -0.16726 -3.71699 -1.27482
H -1.83874 1.22881 1.27572
O -0.95265 -2.43500 0.89530
H -1.68220 -2.49236 1.53420
Cl 0.28810 -1.78574 3.89022
C 0.48247 -0.09148 3.73104
C 0.24627 0.54335 2.53661
C 0.45766 1.88798 2.42804
Cl 0.30407 2.65046 0.90088
C 0.81904 2.68181 3.55131
Cl 0.90563 4.37991 3.43306
C 1.03147 2.04651 4.78579
Cl 1.42335 2.95733 6.17815
C 0.90680 0.64469 4.87196
Cl 1.24856 -0.13961 6.35188
*
```

Values from the calculation:
- HOMO energy (spin up / spin down): -0.2722 / -0.2723 Ha
- Kohn-Sham gap (spin up / spin down): 4.39 / 4.40 eV

Mulliken population analysis, charges in e, atoms 1 to 8: number 1, C, carries 1.2055; number 2, C, carries 0.4672; number 3, C, carries 1.4228; number 4, C, carries -1.5708; number 5, C, carries 0.5230; number 6, C, carries 0.9769; number 7, C, carries -1.8707; number 8, C, carries -2.1853

=====

# 2
The following is a DFT calculation (the ωB97M-V functional and the def2-TZVPD basis) of C16H17CoF6IN2O as an isolated structure.

```
! wB97M-V def2-TZVPD RIJCOSX def2/J DEFGRID3
* xyz 0 4
C 1.87136 0.72370 2.57094
C 1.98445 -0.86859 2.37753
H 2.76127 1.22480 2.21870
H 1.73441 0.71222 3.58998
H 1.05839 1.32452 2.11375
H 2.15872 -1.95347 1.95768
H 2.78706 -0.85073 3.08334
H 0.93199 -0.98423 2.66629
C 0.83105 2.57844 -1.10207
C 1.03709 3.44784 -2.16741
C 0.98273 2.94148 -3.46954
C 0.75778 1.56322 -3.72294
H 0.85650 2.83233 -0.05509
H 1.23000 4.50102 -1.99502
H 1.12965 3.62065 -4.30489
H 0.73441 1.10486 -4.73115
N 0.58031 1.27083 -1.38565
C 0.55609 0.71111 -2.63695
C 0.41703 -0.74932 -2.61071
N 0.37234 -1.24952 -1.32819
C 0.29031 -2.54983 -1.01234
C 0.30580 -3.04359 -3.36379
C 0.22246 -3.49975 -2.03280
H 0.28775 -2.77210 0.03327
H 0.12577 -4.56103 -1.79995
C 0.42295 -1.65281 -3.67526
H 0.55029 -1.24487 -4.71745
H 0.30598 -3.78566 -4.16452
Co 0.67884 -0.00676 -0.19449
I 3.44029 -0.01160 -0.03539
C -1.40255 0.28944 3.29620
C -1.89723 0.08342 1.86048
O -0.92081 -0.05721 0.93638
C -2.68180 -1.29966 1.85184
F -3.71379 -1.36576 2.78010
F -3.19758 -1.56736 0.64191
F -1.82271 -2.31392 2.16979
C -2.78002 1.30943 1.47158
F -3.78169 1.51432 2.36894
F -2.02762 2.42732 1.44617
F -3.34404 1.20068 0.24227
H -0.74796 -0.54759 3.51942
H -2.24038 0.32839 3.98779
H -0.84489 1.22534 3.32125
*
```

Values from the calculation:
- Expectation value of S²: 3.7633
- HOMO energy (spin up / spin down): -0.2701 / -0.2706 Ha
- Energy relative to the best compared isomer or geometry (same formula, charge and spin): 3.0105 eV
- Kohn-Sham gap (spin up / spin down): 6.03 / 5.78 eV

Mulliken population analysis, charges in e, atoms 1 to 8: number 1, C, carries -1.0001; number 2, C, carries -0.9569; number 3, H, carries 0.5078; number 4, H, carries 0.4982; number 5, H, carries -0.0632; number 6, H, carries 0.2526; number 7, H, carries 0.3265; number 8, H, carries 0.1918

=====

# 3
The following is a DFT calculation (the ωB97M-V functional and the def2-TZVPD basis) of C16H17CoN3O6Se as an isolated structure.

```
! wB97M-V def2-TZVPD RIJCOSX def2/J DEFGRID3
* xyz 0 2
Co 1.12438 -1.94724 -0.44069
O 3.67514 -2.55237 0.00208
N 2.81469 -2.25284 -0.68713
N 1.29120 -0.07641 -0.42671
C 1.11026 1.14588 -0.25582
C 1.16292 2.01576 -1.47235
C 0.46703 1.61768 -2.60912
C 0.52366 2.39805 -3.75390
C 1.28253 3.55958 -3.76629
C 1.98471 3.94807 -2.63264
C 1.92327 3.18053 -1.48066
C 0.82554 1.70660 1.09412
C 0.20438 2.94684 1.21781
C -0.09695 3.44341 2.47651
C 0.22053 2.70566 3.60772
C 0.83224 1.46474 3.48334
C 1.13398 0.95951 2.23068
H -0.11909 0.70689 -2.58086
H -0.02384 2.09710 -4.63716
H 1.32842 4.16508 -4.66197
H 2.58102 4.85071 -2.64585
H 2.46671 3.47837 -0.59290
H -0.05442 3.51567 0.33487
H -0.58270 4.40540 2.57216
H -0.01305 3.09653 4.58957
H 1.07136 0.88421 4.36422
H 1.58793 -0.01793 2.13149
O 1.70959 -4.65232 2.13911
Se 0.59438 -3.79664 1.38496
O 0.91446 -2.11865 1.43641
O 0.79758 -3.81420 -0.31054
O -0.93933 -4.09292 1.76150
C -3.37845 -3.90451 -0.23009
N -2.60074 -2.68330 -0.34973
C -2.78999 -1.68461 0.69198
C -1.57510 -2.61199 -1.17137
O -0.78677 -1.64334 -1.22140
H -4.44201 -3.67214 -0.28733
H -3.14644 -4.38242 0.72132
H -3.11658 -4.58500 -1.03742
H -3.85616 -1.49447 0.81095
H -2.27939 -0.76954 0.40826
H -2.37114 -2.06446 1.62479
H -1.45574 -3.47498 -1.83193
*
```

Values from the calculation:
- Expectation value of S²: 0.8584
- HOMO energy (spin up / spin down): -0.3273 / -0.3267 Ha
- Energy relative to the best compared isomer or geometry (same formula, charge and spin): 0.0000 eV
- Kohn-Sham gap (spin up / spin down): 8.46 / 7.30 eV

Mulliken population analysis, charges in e, atoms 1 to 8: number 1, Co, carries 0.0257; number 2, O, carries -0.2604; number 3, N, carries 0.3625; number 4, N, carries -0.0515; number 5, C, carries 0.3209; number 6, C, carries 0.3219; number 7, C, carries -0.3436; number 8, C, carries -0.7046

=====

Record order is preserved below.
Max |F|: 3.9, 9.1, 0.2 eV/Å
Record order is preserved below.
Molar mass: 585.42, 553.15, 485.22 g/mol